1.
{
  "formula": "C18H28AuNS",
  "method": "the ωB97M-V functional and the def2-TZVPD basis",
  "symbols": ["C", "H", "H", "H", "C", "H", "H", "C", "H", "H", "H", "C", "C", "C", "C", "C", "C", "C", "C", "C", "C", "Au", "H", "H", "H", "H", "H", "H", "H", "H", "H", "H", "H", "H", "H", "H", "H", "S", "C", "N", "C", "C", "C", "C", "H", "H", "H", "H", "H"],
  "positions_angstrom": [[1.5896, 2.2172, -1.3152], [2.4428, 2.6345, -0.7696], [1.9065, 1.7651, -2.2702], [0.9907, -0.8167, 0.7857], [0.4471, 3.1913, -1.5007], [-0.3603, 2.6192, -1.9969], [0.1385, 3.4943, -0.4844], [0.7444, 4.4489, -2.3248], [-0.1756, 5.0266, -2.4255], [1.5075, 5.0497, -1.8407], [1.1253, 4.1937, -3.3110], [-1.2266, -2.6102, -0.4689], [-1.8380, -1.6436, -1.3180], [-0.8539, -1.1899, -2.2549], [0.3484, -1.9182, -2.0281], [0.1328, -2.7769, -0.8984], [1.1533, -3.5602, -0.1590], [1.6635, -1.6265, -2.6252], [-1.0366, -0.1378, -3.2685], [-3.2216, -1.1629, -1.2222], [-1.8754, -3.2595, 0.6926], [1.3565, 0.6577, 0.0785], [2.4933, -1.7907, -1.9185], [1.8414, -2.2557, -3.5158], [1.7276, -0.5716, -2.9393], [2.1759, -3.1915, -0.3548], [1.0025, -3.4749, 0.9323], [1.1351, -4.6295, -0.4327], [-2.6503, -2.5949, 1.1108], [-2.3650, -4.2081, 0.4147], [-1.1424, -3.4852, 1.4789], [-3.3282, -0.1659, -1.6652], [-3.8863, -1.8381, -1.7772], [-3.5877, -1.1435, -0.1898], [-0.1632, 0.5110, -3.3402], [-1.2144, -0.5512, -4.2652], [-1.8896, 0.4877, -3.0183], [2.3353, -0.0029, 2.1622], [1.2872, 0.7303, 3.2874], [0.0058, 0.2517, 3.3739], [-0.9383, 0.7511, 4.2342], [-0.5550, 1.7313, 5.1510], [0.7712, 2.1930, 5.1523], [1.6660, 1.7446, 4.1847], [-0.2414, -0.5169, 2.7515], [-1.9228, 0.2915, 4.2090], [-1.2884, 2.0897, 5.8789], [1.0986, 2.9007, 5.9227], [2.6741, 2.1424, 4.0979]],
  "mulliken_charge": [-1.11, 0.64, 0.25, 0.08, -0.06, 0.06, 0.31, -1.30, 0.36, 0.35, 0.33, 0.60, 0.29, 0.85, 0.35, 0.47, -1.30, -1.25, -1.39, -1.46, -1.32, 0.24, 0.30, 0.39, 0.26, 0.33, 0.38, 0.36, 0.36, 0.34, 0.33, 0.35, 0.36, 0.37, 0.26, 0.37, 0.36, -0.19, 0.62, 0.10, -0.04, -0.59, -0.13, -0.58, 0.08, 0.40, 0.39, 0.42, 0.41],
  "charge": 2,
  "e_tot_ev": -35118.7406,
  "homo_lumo_gap_ev": [6.1423, 5.8145],
  "mol_weight_g_mol": 487.463,
  "e_above_lowest_kcal_mol": 0.0,
  "e_lumo_ev": [-8.1, -8.5],
  "homo_energy_ha": [-0.5235, -0.5243],
  "multiplicity": 3
}

2.
{
  "formula": "C10H28BO14S4",
  "method": "the ωB97M-V functional and the def2-TZVPD basis",
  "symbols": ["C", "O", "B", "O", "S", "O", "O", "O", "H", "H", "H", "H", "O", "S", "O", "O", "C", "C", "C", "H", "H", "H", "H", "H", "H", "H", "H", "O", "S", "O", "O", "C", "C", "C", "H", "H", "H", "H", "H", "H", "H", "H", "O", "S", "O", "O", "C", "C", "C", "H", "H", "H", "H", "H", "H", "H", "H"],
  "positions_angstrom": [[-1.8805, -0.3174, 0.8359], [-1.0251, -1.1902, 0.1033], [-0.2060, -0.7634, -0.8962], [-0.1876, -1.4228, -2.1048], [1.0855, 0.5943, -0.6097], [1.2991, 1.2441, -1.9056], [2.2181, -0.2315, -0.1618], [0.6042, 1.5227, 0.4257], [-2.6886, 0.0402, 0.1924], [-1.3162, 0.5227, 1.2393], [-2.3016, -0.8998, 1.6550], [-0.5880, -0.9346, -2.8251], [1.6806, -1.6934, 4.6731], [1.7969, -0.9483, 3.4479], [0.7403, -0.9920, 2.4965], [3.1642, -1.3330, 2.7448], [3.3540, -2.7099, 2.3477], [2.5732, -3.0566, 1.0968], [2.1951, 0.7309, 3.7669], [3.1076, -3.3596, 3.1906], [4.4259, -2.7773, 2.1691], [1.5000, -3.0272, 1.2732], [2.8497, -4.0633, 0.7734], [2.7939, -2.3438, 0.3013], [3.0250, 0.7786, 4.4666], [1.2990, 1.1808, 4.1892], [2.4306, 1.1947, 2.8105], [-0.2815, 6.5231, 2.7371], [0.3503, 7.2374, 1.6671], [-0.3500, 7.3929, 0.4288], [1.7937, 6.6656, 1.4306], [1.9651, 5.2240, 1.2053], [1.5603, 4.7649, -0.1681], [0.8416, 8.8323, 2.2362], [1.4288, 4.6872, 1.9876], [3.0310, 5.0834, 1.3716], [0.4863, 4.8515, -0.3238], [1.8158, 3.7096, -0.2727], [2.0642, 5.3453, -0.9422], [1.3809, 8.7216, 3.1725], [-0.0730, 9.4026, 2.3820], [1.4614, 9.2961, 1.4739], [-3.6856, -4.0391, -5.4662], [-3.8195, -3.9740, -4.0397], [-2.9514, -3.1266, -3.2897], [-3.7541, -5.4500, -3.4571], [-2.5731, -6.2301, -3.7888], [-1.3477, -5.8072, -3.0082], [-5.4904, -3.6363, -3.6083], [-2.4142, -6.1724, -4.8665], [-2.8662, -7.2489, -3.5434], [-1.0219, -4.8028, -3.2704], [-0.5355, -6.5034, -3.2230], [-1.5497, -5.8207, -1.9376], [-6.1428, -4.3029, -4.1646], [-5.6703, -2.5990, -3.8823], [-5.6017, -3.7690, -2.5358]],
  "mulliken_charge": [-0.63, -0.41, 0.37, -0.30, 1.05, -0.74, -0.72, -0.63, 0.27, 0.25, 0.20, 0.25, -0.71, 1.10, -0.38, -0.25, -0.43, -0.79, -0.93, 0.34, 0.27, 0.22, 0.46, 0.15, 0.38, 0.37, 0.24, -0.65, 1.26, -0.61, -0.27, -0.40, -0.75, -0.94, 0.36, 0.26, 0.29, 0.18, 0.30, 0.30, 0.36, 0.30, -0.68, 1.16, -0.45, -0.28, -0.35, -0.96, -0.99, 0.34, 0.26, 0.28, 0.38, 0.27, 0.34, 0.36, 0.31],
  "charge": -1,
  "e_tot_ev": -83509.0919,
  "homo_lumo_gap_ev": 7.3121,
  "mol_weight_g_mol": 511.400,
  "e_above_lowest_kcal_mol": 0.0,
  "e_lumo_ev": 2.1,
  "homo_energy_ha": -0.1900,
  "multiplicity": 1
}

3.
{
  "formula": "C30H42F9N8OS3Ti",
  "method": "the ωB97M-V functional and the def2-TZVPD basis",
  "symbols": ["Ti", "C", "C", "S", "C", "C", "S", "C", "C", "S", "H", "H", "H", "H", "H", "H", "H", "H", "H", "H", "H", "H", "C", "C", "C", "C", "C", "N", "H", "H", "H", "H", "H", "H", "H", "H", "H", "C", "N", "C", "N", "C", "N", "C", "N", "C", "C", "H", "H", "H", "H", "H", "H", "H", "H", "H", "H", "H", "H", "N", "C", "C", "C", "N", "H", "H", "H", "H", "N", "C", "C", "C", "C", "C", "C", "H", "H", "H", "H", "H", "F", "C", "F", "F", "C", "O", "C", "F", "F", "F", "C", "F", "F", "F"],
  "positions_angstrom": [[-0.6011, 0.1604, 0.2699], [-0.1235, -3.3381, 2.5732], [0.7884, -3.7854, 1.4359], [2.2795, -2.8316, 1.1448], [3.2680, -3.1725, 2.6140], [2.9173, -2.3764, 3.8787], [2.5880, -0.6211, 3.5506], [1.1359, -0.3260, 4.5677], [-0.1300, -1.1587, 4.3377], [-0.6355, -1.5829, 2.6405], [-1.0397, -3.9310, 2.5256], [0.3430, -3.5569, 3.5308], [1.0608, -4.8310, 1.6090], [0.2529, -3.7430, 0.4916], [3.2350, -4.2432, 2.8336], [4.2928, -2.9425, 2.3148], [2.0382, -2.7937, 4.3662], [3.7424, -2.4491, 4.5900], [1.4044, -0.4141, 5.6240], [0.9190, 0.7212, 4.3792], [-0.0830, -2.0956, 4.8931], [-0.9628, -0.5967, 4.7653], [-2.5781, 0.8562, -3.5939], [-2.1449, 2.2076, -3.0207], [-3.2245, 2.7577, -2.0848], [-1.9030, 3.1932, -4.1634], [-0.8454, 1.9703, -2.2496], [-0.7983, 1.3174, -1.2132], [-3.4828, 0.9713, -4.1993], [-2.7710, 0.1396, -2.7961], [-1.7930, 0.4344, -4.2257], [-4.1660, 2.9021, -2.6251], [-2.9198, 3.7200, -1.6665], [-3.3959, 2.0687, -1.2577], [-2.8355, 3.4052, -4.6972], [-1.1805, 2.7845, -4.8727], [-1.4983, 4.1313, -3.7787], [3.5907, 0.3078, -0.1906], [2.3896, 0.6805, -0.9364], [2.1962, -0.2785, -2.0321], [3.3621, -0.3273, -2.9291], [4.5296, -0.6906, -2.1281], [4.7911, 0.2617, -1.0410], [4.9628, 1.5879, -1.6404], [3.8005, 2.0104, -2.4184], [2.6219, 2.0043, -1.5336], [3.5747, 1.0158, -3.4690], [3.4364, -0.6735, 0.2565], [3.7513, 1.0333, 0.6109], [1.3129, 0.0274, -2.5937], [2.0133, -1.2663, -1.6158], [5.4098, -0.7314, -2.7767], [4.3623, -1.6799, -1.6948], [5.8413, 1.5691, -2.2927], [5.1351, 2.3133, -0.8411], [1.7331, 2.2925, -2.0955], [2.7887, 2.7306, -0.7374], [4.4446, 0.9985, -4.1333], [2.6935, 1.3077, -4.0437], [-3.3026, 0.2055, 1.8092], [-4.6287, 0.0077, 1.8100], [-4.9619, -0.4562, 0.5553], [-3.7474, -0.4830, -0.1470], [-2.7485, -0.0780, 0.6242], [-2.7039, 0.6414, 2.4977], [-5.2267, 0.2188, 2.6797], [-5.9370, -0.7309, 0.1943], [-3.5456, -0.8028, -1.1544], [-0.5106, -1.4010, -0.5890], [-1.1148, -2.3866, -1.2865], [-2.1596, -3.1767, -0.7404], [-2.7667, -4.1896, -1.4672], [-2.3654, -4.4799, -2.7650], [-1.3323, -3.7272, -3.3218], [-0.7204, -2.7124, -2.6108], [-2.4872, -2.9577, 0.2710], [-3.5672, -4.7627, -1.0104], [-2.8414, -5.2725, -3.3285], [-0.9993, -3.9373, -4.3328], [0.0796, -2.1367, -3.0601], [1.2356, 2.6880, 1.1468], [0.2552, 3.5343, 1.4519], [-0.1984, 4.0799, 0.3217], [0.8059, 4.5405, 2.1634], [-0.8694, 2.7570, 2.2479], [-0.8756, 1.4384, 1.9994], [-0.6328, 2.9867, 3.7780], [-1.3829, 2.1364, 4.4996], [-0.9225, 4.2245, 4.2043], [0.6470, 2.7365, 4.1076], [-2.2576, 3.3772, 1.8820], [-2.6292, 3.0328, 0.6529], [-3.2043, 2.9183, 2.7353], [-2.2780, 4.7222, 1.9666]],
  "mulliken_charge": [-1.09, -1.30, -0.50, 0.33, -1.18, -0.66, -0.09, 0.16, -1.52, 0.88, 0.68, 0.48, 0.79, -0.35, 0.50, 0.42, 0.18, 0.57, 0.63, -0.55, 0.67, 0.48, -1.55, 3.00, -1.58, -2.14, -1.57, 0.45, 0.47, 0.01, 0.38, 0.47, 0.35, 0.05, 0.44, 0.37, 0.39, -0.07, 1.05, -0.20, 0.04, -0.72, 0.05, -0.76, 0.04, -0.57, -0.72, -0.67, 0.23, -0.34, 0.10, 0.35, 0.35, 0.35, 0.35, -0.25, 0.36, 0.33, 0.38, 0.38, -0.40, -1.26, -0.52, 1.28, -0.37, 0.47, 0.46, 0.26, 1.00, -1.03, 0.46, -0.78, -0.68, -0.51, -0.23, 0.49, 0.38, 0.34, 0.38, 0.29, -0.08, -0.12, -0.26, -0.33, 1.09, 0.42, 0.49, -0.24, -0.28, -0.31, 0.04, 0.02, -0.28, -0.31],
  "charge": -1,
  "e_tot_ev": -125840.9369,
  "homo_lumo_gap_ev": [4.4988, 4.4979],
  "mol_weight_g_mol": 845.771,
  "e_above_lowest_kcal_mol": 22.4,
  "e_lumo_ev": [2.1, 2.1],
  "homo_energy_ha": [-0.0878, -0.0877],
  "multiplicity": 1
}

4.
{
  "formula": "C20H22O10P2SSbW",
  "method": "the ωB97M-V functional and the def2-TZVPD basis",
  "symbols": ["W", "O", "P", "O", "O", "O", "P", "O", "O", "O", "H", "H", "C", "O", "H", "H", "H", "H", "O", "C", "O", "H", "S", "Sb", "C", "C", "C", "C", "C", "C", "C", "C", "C", "C", "C", "C", "C", "C", "C", "C", "C", "C", "H", "H", "H", "H", "H", "H", "H", "H", "H", "H", "H", "H", "H", "H", "H"],
  "positions_angstrom": [[-2.0514, 0.2246, -0.9742], [-2.8168, -3.2791, 0.6422], [-2.8338, -1.9066, -0.0059], [-2.6050, -0.6710, 0.8225], [-1.7602, -1.6798, -1.0391], [-4.2304, -1.6726, -0.7612], [-4.3662, -0.3170, -1.6339], [-5.7345, -0.2410, -2.2759], [-3.8745, 0.7431, -0.6610], [-3.1864, -0.3505, -2.5611], [-3.5292, -3.6543, 1.1701], [-6.5858, -0.1535, -1.8285], [-2.2395, 3.5357, -2.2724], [-2.4933, 2.0780, -2.3965], [-1.4960, 3.8417, -3.0098], [-1.8565, 3.7280, -1.2693], [-3.1680, 4.0836, -2.4290], [-2.8468, 1.9678, -3.3060], [0.2567, 1.9348, -1.7744], [0.0507, 1.0951, -2.6255], [-0.8145, 0.1485, -2.3790], [0.5579, 1.0627, -3.6048], [-1.5604, 1.8805, 0.5773], [0.1850, 0.1096, 0.4563], [0.2415, -1.2977, 2.1483], [0.0991, -0.8273, 3.4480], [0.3538, -1.6907, 4.5042], [0.7359, -3.0020, 4.2625], [0.8497, -3.4667, 2.9613], [0.6040, -2.6182, 1.8907], [1.4964, -1.1405, -1.0698], [1.0014, -2.0243, -2.0129], [1.9110, -2.6785, -2.8412], [3.2665, -2.4248, -2.7386], [3.7353, -1.5630, -1.7621], [2.8528, -0.9250, -0.8943], [1.5011, 1.7739, 1.1263], [2.5989, 2.2271, 0.4112], [3.3014, 3.3299, 0.8811], [2.9229, 3.9638, 2.0519], [1.8203, 3.5091, 2.7605], [1.0958, 2.4248, 2.2901], [-0.1803, 0.2031, 3.6403], [0.2723, -1.3251, 5.5166], [0.9532, -3.6644, 5.0868], [1.1392, -4.4898, 2.7760], [0.7304, -2.9832, 0.8743], [-0.0531, -2.2353, -2.1364], [1.5407, -3.3809, -3.5720], [3.9512, -2.9044, -3.4239], [4.7926, -1.3694, -1.6652], [3.2166, -0.3108, -0.0856], [2.9084, 1.7520, -0.5062], [4.1490, 3.6971, 0.3240], [3.4719, 4.8237, 2.4023], [1.5194, 4.0047, 3.6733], [0.1995, 2.1048, 2.8175]],
  "mulliken_charge": [0.23, -0.56, 1.29, -0.27, 0.03, -0.16, 1.01, -0.49, -0.36, -0.47, 0.39, 0.41, -0.66, -0.27, 0.29, 0.30, 0.31, 0.34, -0.33, 0.18, -0.37, 0.44, -0.18, 1.24, 1.10, -0.55, -0.71, -0.63, -0.81, -0.24, 0.74, -0.35, -0.75, -0.67, -1.00, -0.83, 1.35, -0.46, -0.75, -0.62, -0.89, -0.32, 0.28, 0.45, 0.44, 0.47, 0.45, 0.67, 0.50, 0.46, 0.49, 0.84, 0.54, 0.45, 0.45, 0.46, 0.09],
  "charge": 3,
  "e_tot_ev": -79321.9092,
  "homo_lumo_gap_ev": [4.3292, 4.3300],
  "mol_weight_g_mol": 822.001,
  "e_above_lowest_kcal_mol": 113.5,
  "e_lumo_ev": [-13.0, -13.0],
  "homo_energy_ha": [-0.6375, -0.6375],
  "multiplicity": 1
}